# 1
Molecular formula: C10H8ClMoN2O4
Method: DFT, ωB97M-V/def2-TZVPD

XYZ file:
```
26
Properties=species:S:1:pos:R:3
Mo 1.1964 -1.0385 0.3817
O 3.5221 -3.8661 1.4530
Cl 3.1724 -2.5761 1.1520
O 4.0761 -1.5131 1.2124
O 2.4197 -2.4453 -0.2629
O 1.8547 -2.0898 1.9171
C -2.8853 -2.2049 -0.1966
C -3.3949 -0.9372 -0.4683
C -2.5560 0.1810 -0.4964
C -1.2092 0.0298 -0.2576
N -0.7319 -1.2405 0.0149
C -1.5395 -2.3322 0.0470
C -0.2339 1.1748 -0.2703
C -0.6091 2.4557 -0.5993
C 0.3372 3.4863 -0.5917
C 1.6605 3.2246 -0.2542
C 2.0122 1.9345 0.0620
N 1.0954 0.9350 0.0526
H -3.5215 -3.0804 -0.1696
H -4.4547 -0.8104 -0.6591
H -2.9772 1.1534 -0.7033
H -1.0717 -3.2842 0.2698
H -1.6298 2.6831 -0.8684
H 0.0293 4.4924 -0.8533
H 2.4106 4.0048 -0.2397
H 3.0280 1.6634 0.3284
```

The spin multiplicity is 3. Its total charge is +3. The orbital gap (spin up / spin down) comes out at 6.30 / 6.50 eV. Its highest occupied orbital energy (spin up / spin down) is -21.0 / -21.0 eV.

natural (NBO) population analysis, charges in e, atoms 1 to 4:
1. Mo 1.97
2. O -0.49
3. Cl 2.42
4. O -0.60

=====

# 2
Molecular formula: C10H8CoN3O6
Method: DFT, ωB97M-V/def2-TZVPD

XYZ file:
```
28
Properties=species:S:1:pos:R:3
O -2.0686 -1.9236 -2.8053
C -1.6718 -1.1361 -2.0082
Co 1.9980 1.8787 -1.8790
C 2.4767 2.0335 -0.2151
O 2.7318 2.1771 0.9062
C 3.0762 2.9862 -2.7423
O 3.8085 3.7178 -3.2558
C 0.2986 2.1578 -1.5768
O -0.8146 2.3132 -1.2944
C 2.1448 0.2284 -2.4625
O 2.2524 -0.8676 -2.8257
H -0.6378 -0.2871 -2.0405
C -3.3458 -0.5838 1.6813
N -1.8982 -0.7751 1.5013
C -1.0374 -0.7595 2.5792
C 0.2990 -0.8890 2.3388
C 0.7399 -0.9958 0.9973
N -0.1351 -1.0811 -0.0269
C -1.3958 -0.9428 0.2695
O -2.3104 -1.0050 -0.7305
N 2.0299 -1.0181 0.6550
H -3.6695 0.3456 1.1991
H -3.5273 -0.5191 2.7538
H -3.9042 -1.4285 1.2670
H -1.5169 -0.6444 3.5465
H 1.0316 -0.9000 3.1372
H 2.7565 -0.9349 1.3506
H 2.2893 -1.1468 -0.3200
```

The spin multiplicity is 5. Its total charge is +2. The orbital gap (spin up / spin down) comes out at 5.62 / 6.37 eV. The value obtained for the energy above the lowest of the compared OMol25 structures with the same formula, charge and spin is 0.0000 eV. Its highest occupied orbital energy (spin up / spin down) is -13.0 / -17.1 eV.

natural (NBO) population analysis, charges in e, atoms 1 to 4:
1. O -0.42
2. C 0.66
3. Co 0.44
4. C 0.48